No. 1
The following is a quantum chemistry calculation of C21H34N2O4S in the gas phase, from the OMol25 dataset.

Geometry as XYZ:
```
62
Properties=species:S:1:pos:R:3
C 7.152 6.172 2.055
C 6.010 5.244 1.781
C 5.227 5.407 0.641
C 4.157 4.567 0.394
C 3.866 3.560 1.293
S 2.515 2.450 0.941
O 1.513 3.151 0.191
O 2.139 1.779 2.156
N 3.290 1.360 -0.071
C 2.703 1.059 -1.358
C 1.717 -0.114 -1.337
C 1.200 -0.398 -2.748
C 0.218 -1.564 -2.746
C -0.957 -1.287 -1.810
C -1.891 -2.490 -1.748
O -1.536 -3.627 -1.979
N -3.159 -2.173 -1.398
C -4.167 -3.172 -1.130
C -4.396 -3.367 0.371
C -5.509 -4.379 0.627
O -6.719 -3.822 0.155
C -7.839 -4.687 0.063
C -7.675 -5.757 -1.021
C -8.222 -5.319 1.403
C -0.435 -1.004 -0.395
C 0.539 0.170 -0.406
C 4.626 3.379 2.430
C 5.696 4.223 2.672
H 6.788 7.065 2.563
H 7.628 6.486 1.128
H 7.894 5.700 2.693
H 5.461 6.200 -0.054
H 3.532 4.684 -0.477
H 3.565 0.539 0.447
H 2.189 1.971 -1.668
H 3.516 0.853 -2.064
H 2.247 -1.003 -0.973
H 0.704 0.497 -3.132
H 2.037 -0.625 -3.411
H 0.715 -2.478 -2.417
H -0.156 -1.740 -3.757
H -1.512 -0.413 -2.169
H -3.375 -1.224 -1.138
H -5.108 -2.877 -1.602
H -3.809 -4.102 -1.578
H -4.683 -2.415 0.821
H -3.476 -3.716 0.840
H -5.277 -5.316 0.106
H -5.576 -4.585 1.705
H -8.638 -4.000 -0.244
H -8.638 -6.215 -1.226
H -6.986 -6.537 -0.705
H -7.299 -5.304 -1.935
H -9.197 -5.791 1.315
H -8.271 -4.557 2.176
H -7.498 -6.075 1.697
H 0.069 -1.899 -0.023
H -1.268 -0.786 0.277
H 0.027 1.074 -0.742
H 0.894 0.359 0.609
H 4.360 2.588 3.114
H 6.294 4.090 3.562
```

Properties
* LUMO level: 0.7 eV
* HOMO level: -9.26 eV
* net charge: 0
* SMILES: Cc1ccc(S(=O)(=O)NC[C@H]2CC[C@H](C(=O)NCCCOC(C)C)CC2)cc1
* ΔE to the lowest compared entry with this formula, charge and spin: 2.06 kcal per mole

Results of the Löwdin charge analysis, in e, for atoms 1 through 5: -0.049 -0.271 -0.030 -0.052 -0.286

No. 2
The following is a quantum chemistry calculation of 13 unconnected molecules or ions with the total composition ClH24O16 at a distorted geometry, from the OMol25 dataset.

Geometry as XYZ:
```
41
Properties=species:S:1:pos:R:3
Cl 0.289 -1.076 -0.722
O -0.396 -1.826 -1.811
O -0.163 0.353 -0.641
O 0.042 -1.779 0.589
O 1.763 -1.081 -0.955
O -2.793 -2.748 1.179
H -2.962 -2.429 0.320
H -1.892 -3.057 1.010
O -0.928 0.221 -3.772
H -1.018 -0.540 -3.227
H -1.783 0.657 -3.684
O -0.727 3.304 0.587
H -0.397 2.785 1.292
H -1.154 2.620 0.079
O 1.459 -1.742 3.045
H 1.263 -2.334 2.323
H 0.596 -1.828 3.486
O 2.067 2.099 -0.429
H 1.747 1.975 0.447
H 2.435 1.241 -0.616
O 0.023 2.447 -2.526
H 0.436 2.152 -1.695
H -0.308 1.551 -2.800
O 0.739 1.183 1.964
H 1.628 1.110 2.241
H 0.419 0.305 1.738
O 4.043 0.414 -1.726
H 3.391 -0.088 -2.238
H 4.267 0.005 -0.867
O -2.557 1.317 -0.166
H -1.783 0.861 0.151
H -3.037 1.575 0.609
O -2.238 -0.497 2.683
H -2.385 -1.259 2.122
H -2.886 -0.701 3.371
O 3.915 -0.949 0.697
H 3.816 -0.212 1.259
H 3.197 -1.017 0.011
O -2.996 -1.258 -1.115
H -3.067 -0.380 -0.845
H -2.066 -1.373 -1.370
```

Properties
* LUMO level: 2.5 eV
* HOMO level: -6.86 eV
* net charge: -1
* ΔE to the lowest compared entry with this formula, charge and spin: 19.71 kcal per mole

Results of the Löwdin charge analysis, in e, for atoms 1 through 5: 0.874 -0.335 -0.341 -0.348 -0.350

No. 3
The following is a quantum chemistry calculation of C20H18N6O4S2 in the gas phase at a distorted geometry, from the OMol25 dataset.

Geometry as XYZ:
```
50
Properties=species:S:1:pos:R:3
C 0.410 1.063 -6.105
C 0.813 1.874 -4.933
C -0.037 2.847 -4.480
C 0.400 3.577 -3.408
N -0.186 4.617 -2.796
S -1.568 4.226 -2.002
O -1.921 5.326 -1.096
O -2.636 4.025 -2.949
C -1.334 2.643 -1.074
C -0.185 2.431 -0.285
C -0.051 1.234 0.450
C -1.051 0.240 0.432
N -0.877 -0.887 1.235
C -1.609 -2.048 1.300
O -2.593 -2.197 0.577
C -1.194 -3.105 2.275
C -1.850 -4.320 2.179
N -1.571 -5.339 3.073
C -0.625 -5.185 3.982
S -0.280 -6.424 5.187
C 0.596 -5.217 6.147
C 0.709 -4.008 5.422
C 1.415 -2.796 6.002
N 0.012 -3.999 4.213
C -0.238 -2.935 3.375
O 0.365 -1.861 3.490
C -2.176 0.520 -0.363
C -2.356 1.687 -1.074
N 1.550 3.382 -2.843
C 2.290 2.377 -3.273
C 3.580 2.121 -2.581
N 1.954 1.616 -4.298
H -0.423 0.410 -5.857
H 1.224 0.466 -6.417
H 0.087 1.767 -6.914
H -1.008 3.022 -4.953
H 0.474 5.058 -2.167
H 0.643 3.137 -0.259
H 0.797 1.102 1.163
H -0.126 -0.857 1.920
H -2.618 -4.514 1.399
H 1.046 -5.415 7.110
H 1.814 -3.046 7.007
H 0.692 -1.986 6.123
H 2.230 -2.440 5.330
H -3.017 -0.127 -0.432
H -3.272 1.798 -1.676
H 4.353 2.778 -2.985
H 3.874 1.057 -2.652
H 3.473 2.303 -1.523
```

Properties
* LUMO level: -0.7 eV
* HOMO level: -8.74 eV
* net charge: 0
* SMILES: Cc1cc(NS(=O)(=O)c2ccc(NC(=O)c3cnc4scc(C)n4c3=O)cc2)nc(C)n1
* ΔE to the lowest compared entry with this formula, charge and spin: 36.67 kcal per mole

Results of the Löwdin charge analysis, in e, for atoms 1 through 5: -0.024 -0.317 0.047 -0.431 -0.037

No. 4
The following is a quantum chemistry calculation of C11H11N3S in the gas phase at a distorted geometry, from the OMol25 dataset.

Geometry as XYZ:
```
26
Properties=species:S:1:pos:R:3
C 1.910 -0.828 -2.342
C 1.476 0.522 -1.872
C 1.313 1.615 -2.790
C 0.880 2.880 -2.207
N 0.590 3.055 -0.978
C 0.729 1.921 -0.153
S 0.381 2.149 1.631
C 0.389 0.451 2.215
C -0.786 -0.429 1.826
C -0.724 -1.599 1.086
C -1.877 -2.368 0.978
C -3.052 -2.006 1.423
N -3.145 -0.907 2.234
C -2.015 -0.273 2.478
N 1.053 0.714 -0.585
H 2.875 -1.109 -1.806
H 2.044 -0.987 -3.503
H 1.214 -1.603 -1.882
H 1.778 1.554 -3.730
H 0.796 3.769 -2.869
H 0.137 0.534 3.308
H 1.418 0.087 2.002
H 0.263 -1.883 0.691
H -1.788 -3.233 0.273
H -3.932 -2.637 1.323
H -1.927 0.609 3.247
```

Properties
* LUMO level: 0.6 eV
* HOMO level: -8.79 eV
* net charge: 0
* SMILES: Cc1ccnc(SCc2cccnc2)n1
* ΔE to the lowest compared entry with this formula, charge and spin: 0.00 kcal per mole

Results of the Löwdin charge analysis, in e, for atoms 1 through 5: -0.061 -0.316 0.012 -0.165 0.053